[1]
{"formula": "C30H24N4O3PPdS3", "method": "ωB97M-V/def2-TZVPD", "species": ["Pd", "O", "N", "C", "C", "C", "C", "C", "C", "C", "P", "C", "C", "C", "C", "C", "C", "C", "C", "C", "C", "C", "C", "H", "H", "H", "H", "H", "H", "H", "H", "H", "H", "H", "H", "H", "H", "H", "H", "O", "S", "O", "N", "C", "S", "C", "C", "C", "C", "C", "C", "H", "H", "H", "H", "S", "C", "N", "C", "C", "C", "N", "H", "H", "H", "H"], "coordinates": [[-0.028, -0.468, -0.967], [-1.442, -2.532, -1.689], [-1.752, -1.802, -0.567], [-2.571, -2.226, 0.310], [-2.952, -1.491, 1.497], [-3.953, -2.061, 2.300], [-4.421, -1.425, 3.435], [-3.901, -0.191, 3.794], [-2.896, 0.384, 3.031], [-2.403, -0.253, 1.894], [-1.069, 0.632, 1.002], [-0.057, 1.446, 2.249], [0.200, 0.804, 3.471], [1.022, 1.407, 4.403], [1.625, 2.628, 4.116], [1.405, 3.246, 2.890], [0.581, 2.656, 1.949], [-1.933, 1.852, -0.051], [-2.191, 1.485, -1.384], [-2.719, 2.402, -2.273], [-3.044, 3.679, -1.831], [-2.847, 4.032, -0.500], [-2.290, 3.127, 0.392], [-2.025, -3.311, -1.812], [-3.063, -3.192, 0.168], [-4.385, -3.009, 2.018], [-5.192, -1.888, 4.031], [-4.276, 0.326, 4.665], [-2.497, 1.343, 3.330], [-0.260, -0.151, 3.688], [1.199, 0.932, 5.356], [2.268, 3.094, 4.847], [1.888, 4.187, 2.673], [0.434, 3.114, 0.981], [-1.972, 0.467, -1.744], [-2.865, 2.136, -3.308], [-3.462, 4.394, -2.522], [-3.129, 5.018, -0.159], [-2.142, 3.415, 1.425], [-0.005, 1.688, -3.218], [1.184, 1.330, -2.533], [1.152, 1.543, -1.083], [1.435, -0.338, -2.586], [2.710, -0.574, -2.777], [3.402, -2.039, -2.325], [3.478, 0.558, -3.304], [4.764, 0.553, -3.830], [5.289, 1.755, -4.291], [4.563, 2.937, -4.211], [3.277, 2.953, -3.666], [2.757, 1.755, -3.244], [5.329, -0.365, -3.884], [6.284, 1.765, -4.714], [4.992, 3.860, -4.574], [2.712, 3.868, -3.583], [1.922, -2.032, -0.028], [1.398, -3.662, 0.074], [2.315, -4.646, -0.151], [2.020, -5.936, 0.058], [0.762, -6.268, 0.511], [-0.151, -5.217, 0.676], [0.162, -3.956, 0.448], [3.242, -4.369, -0.475], [2.789, -6.673, -0.133], [0.493, -7.289, 0.725], [-1.162, -5.406, 1.012]], "forces_ev_per_angstrom": [[-1.269, 0.475, 4.024], [-0.452, -0.832, -0.303], [0.910, 0.155, -0.378], [0.157, -0.075, -0.512], [-0.168, 0.376, 0.873], [0.271, 0.097, -0.435], [0.070, 0.186, 0.087], [-0.161, -0.169, -0.116], [0.146, 0.095, -0.172], [0.560, -0.593, -0.259], [-1.030, 0.798, -0.906], [0.267, -0.606, -0.619], [-0.036, -0.096, -0.060], [-0.035, -0.013, 0.007], [-0.192, -0.066, -0.203], [-0.007, -0.003, 0.050], [0.016, -0.038, -0.212], [0.379, -0.539, -0.272], [0.041, -0.323, 0.152], [-0.161, 0.165, 0.167], [0.069, -0.183, 0.092], [-0.066, -0.089, 0.013], [0.139, 0.040, 0.115], [-0.042, 0.357, 0.223], [0.043, 0.118, -0.184], [-0.027, -0.114, -0.082], [-0.054, -0.022, 0.039], [0.005, 0.039, 0.064], [0.023, 0.026, 0.033], [-0.002, -0.034, 0.079], [0.001, -0.064, 0.049], [0.069, 0.047, 0.067], [-0.004, 0.076, -0.054], [0.007, 0.086, 0.008], [-0.236, 0.589, 0.088], [-0.059, -0.079, -0.057], [-0.021, 0.075, -0.039], [0.005, -0.005, 0.046], [0.074, 0.044, 0.008], [0.465, 0.136, -0.687], [0.373, 0.610, -0.638], [0.217, -0.186, 0.215], [0.393, -0.050, -0.353], [-0.985, 0.606, -0.284], [-0.285, -0.919, 1.362], [0.560, 0.356, -0.190], [-0.419, 0.034, 0.240], [0.049, 0.046, -0.019], [-0.055, -0.136, 0.064], [-0.156, 0.097, -0.010], [-0.350, -0.522, 0.202], [0.127, -0.048, -0.045], [0.022, 0.035, -0.037], [0.037, 0.030, 0.000], [-0.033, 0.128, -0.060], [0.635, 0.690, -1.357], [-0.064, -0.839, 0.044], [-0.149, 0.520, -0.048], [-0.427, -0.547, 0.138], [0.000, 0.356, -0.048], [0.454, -0.767, 0.026], [0.442, 0.805, -0.032], [-0.105, -0.229, 0.157], [0.069, 0.088, -0.032], [0.026, -0.108, -0.038], [-0.069, -0.089, 0.009]], "nbo_charge": [0.72, -0.53, -0.15, 0.11, -0.04, -0.15, -0.16, -0.14, -0.17, -0.39, 1.34, -0.47, -0.11, -0.22, -0.11, -0.20, -0.15, -0.33, -0.22, -0.18, -0.14, -0.18, -0.21, 0.49, 0.21, 0.23, 0.26, 0.26, 0.24, 0.22, 0.25, 0.25, 0.25, 0.24, 0.20, 0.25, 0.25, 0.25, 0.23, -0.84, 2.25, -0.93, -0.77, 0.08, 0.33, -0.07, -0.16, -0.15, -0.14, -0.14, -0.32, 0.24, 0.26, 0.26, 0.26, 0.21, 0.25, -0.47, 0.14, -0.27, 0.16, -0.45, 0.46, 0.27, 0.29, 0.23], "multiplicity": 1, "charge": 3, "molar_mass_g_mol": 722.14, "de_lowest_kcal_mol": 90.7}

[2]
{"formula": "C30H25As3F18HgN5O10", "method": "ωB97M-V/def2-TZVPD", "species": ["Hg", "As", "F", "F", "F", "F", "F", "F", "As", "F", "F", "F", "F", "F", "F", "As", "F", "F", "F", "F", "F", "F", "C", "C", "C", "C", "C", "C", "N", "O", "O", "H", "H", "H", "H", "H", "C", "C", "C", "C", "C", "C", "N", "O", "O", "H", "H", "H", "H", "H", "C", "C", "C", "C", "C", "C", "N", "O", "O", "H", "H", "H", "H", "H", "C", "C", "C", "C", "C", "C", "N", "O", "O", "H", "H", "H", "H", "H", "C", "C", "C", "C", "C", "C", "N", "O", "O", "H", "H", "H", "H", "H"], "coordinates": [[-0.366, 1.134, 1.751], [4.404, 3.972, 4.447], [3.495, 5.386, 5.160], [3.948, 3.025, 5.935], [5.102, 2.564, 3.682], [4.866, 4.978, 3.049], [6.005, 4.453, 5.196], [2.758, 3.612, 3.794], [-4.395, -4.100, 2.146], [-2.868, -4.772, 2.861], [-4.962, -4.054, 3.805], [-5.964, -3.393, 1.662], [-3.829, -4.318, 0.373], [-5.130, -5.758, 2.085], [-3.482, -2.525, 2.271], [-3.015, 6.542, 2.773], [-1.580, 6.771, 3.870], [-3.452, 8.268, 2.635], [-4.472, 6.182, 1.739], [-2.686, 4.765, 2.848], [-3.978, 6.445, 4.327], [-1.919, 6.692, 1.347], [-0.590, -5.128, -7.738], [-1.546, -4.592, -6.865], [-1.205, -4.279, -5.560], [0.030, -4.665, -5.097], [0.933, -5.329, -5.914], [0.691, -5.407, -7.290], [0.323, -4.260, -3.738], [-0.132, -3.183, -3.267], [0.865, -5.179, -3.101], [-0.970, -5.407, -8.710], [-2.565, -4.530, -7.217], [-1.957, -3.799, -4.951], [1.910, -5.693, -5.632], [1.272, -5.829, -8.096], [8.036, -5.329, 0.407], [7.567, -4.087, -0.063], [6.461, -3.514, 0.481], [5.841, -4.127, 1.503], [6.244, -5.353, 1.954], [7.360, -5.991, 1.442], [4.681, -3.497, 2.219], [4.269, -3.916, 3.305], [4.002, -2.634, 1.684], [8.853, -5.881, -0.034], [8.119, -3.614, -0.862], [6.024, -2.613, 0.078], [5.873, -5.759, 2.883], [7.680, -6.996, 1.676], [4.328, 6.986, -5.328], [3.846, 7.165, -4.073], [3.794, 6.086, -3.245], [3.903, 4.786, -3.770], [4.438, 4.588, -5.095], [4.711, 5.756, -5.809], [3.579, 3.534, -3.090], [2.703, 3.535, -2.268], [4.029, 2.483, -3.528], [4.397, 7.918, -5.871], [3.682, 8.133, -3.625], [3.454, 6.331, -2.250], [4.634, 3.635, -5.563], [5.122, 5.732, -6.807], [-6.508, -0.484, -6.690], [-6.546, -0.759, -5.333], [-5.775, 0.106, -4.544], [-4.830, 0.961, -5.063], [-4.694, 1.104, -6.423], [-5.555, 0.410, -7.286], [-3.915, 1.652, -4.174], [-3.858, 1.526, -2.944], [-3.053, 2.374, -4.687], [-7.063, -0.994, -7.463], [-7.256, -1.384, -4.813], [-5.752, 0.050, -3.466], [-3.862, 1.559, -6.940], [-5.476, 0.457, -8.362], [-4.362, -0.976, 11.061], [-4.090, -1.534, 9.874], [-3.406, -0.743, 8.947], [-3.126, 0.621, 9.195], [-3.603, 1.266, 10.381], [-4.299, 0.402, 11.316], [-2.325, 1.355, 8.270], [-2.052, 0.736, 7.200], [-2.015, 2.568, 8.473], [-4.664, -1.578, 11.905], [-4.156, -2.581, 9.614], [-2.821, -1.225, 8.178], [-3.456, 2.312, 10.604], [-4.652, 0.851, 12.233]], "forces_ev_per_angstrom": [[-0.033, 0.281, 0.243], [0.127, 1.324, 1.706], [1.351, -1.193, -0.566], [0.791, 0.971, -1.855], [-0.536, 0.639, 0.438], [-0.730, -1.004, 1.035], [-2.205, -0.714, -0.731], [1.065, -0.220, -0.182], [0.720, -1.539, -0.193], [-1.185, 0.198, -1.266], [0.145, 0.680, -0.460], [1.808, -0.253, 0.012], [-0.827, 0.553, 2.749], [0.908, 1.608, -0.381], [-1.466, -1.096, -0.454], [-0.174, 0.376, 0.738], [-1.514, 0.021, -1.489], [0.750, -1.521, 0.283], [1.801, 0.182, 1.229], [-0.290, 1.121, -0.184], [0.812, -0.117, -2.095], [-1.315, -0.301, 1.431], [-1.317, 0.498, 0.875], [0.445, -0.668, -0.449], [-0.862, 0.030, -0.817], [-0.245, 1.066, -0.714], [1.356, 0.373, -1.142], [-1.716, -0.525, -0.120], [-0.626, -0.674, 2.335], [1.516, -2.641, -1.380], [-0.199, 1.970, -0.204], [0.499, 0.125, -0.338], [-0.079, 0.401, 0.090], [0.304, 0.030, 0.367], [-0.069, 0.239, 0.780], [1.008, -0.202, 0.732], [-0.810, -0.248, 0.340], [1.699, -1.385, -0.378], [-0.615, 1.728, -1.156], [-1.242, -0.563, 1.942], [0.728, -1.048, 2.008], [0.153, 1.016, -1.857], [-2.767, 0.012, 0.996], [1.999, -0.661, -0.705], [1.453, 0.238, -1.270], [0.281, 0.466, -0.269], [-0.167, 0.147, -0.100], [0.193, 0.246, 0.052], [-0.785, 0.003, -0.169], [-0.167, 0.093, 0.567], [0.114, 1.445, -0.723], [0.733, 0.077, 1.000], [-1.701, -1.534, 1.020], [1.870, -0.036, -2.003], [-0.342, 1.721, 1.063], [-0.393, -0.697, -0.481], [-0.720, -1.181, -0.750], [-0.499, 0.867, 1.225], [0.726, 0.670, 0.017], [0.360, -0.256, -0.738], [-0.170, 0.139, -0.316], [0.067, -0.802, 0.348], [-0.161, -0.123, 0.467], [0.071, -0.328, -0.049], [1.153, 0.274, -1.845], [0.012, 2.103, 0.200], [0.546, -0.693, 0.986], [-0.628, -0.332, -0.062], [0.192, -0.606, -2.347], [-0.740, -0.780, 2.634], [3.236, 1.754, 1.767], [-1.833, -1.056, -1.298], [-1.133, -0.544, -0.932], [-0.556, -0.454, 0.453], [0.027, -0.330, -0.405], [-0.358, -0.205, 0.176], [0.075, 0.671, 0.646], [0.054, 0.174, 0.067], [-1.448, 0.513, 2.324], [1.363, -0.022, -1.877], [1.112, 0.611, 0.089], [-1.297, 0.353, 2.655], [-0.817, -2.469, -0.275], [1.938, 1.609, -1.916], [1.361, 2.266, -3.024], [-0.293, 1.487, 2.290], [-0.920, -3.802, -0.137], [-0.339, -0.263, -0.076], [-0.244, -0.094, 0.445], [-0.463, 0.068, -0.485], [0.105, -0.018, -0.256], [-0.028, -0.244, 0.101]], "lowdin_charge": [1.14, 0.91, -0.27, -0.31, -0.27, -0.29, -0.31, -0.29, 0.93, -0.32, -0.30, -0.30, -0.34, -0.32, -0.34, 0.94, -0.29, -0.29, -0.30, -0.30, -0.31, -0.30, -0.09, -0.07, -0.01, -0.17, 0.01, -0.07, -0.31, 0.07, 0.08, 0.10, 0.10, 0.13, 0.12, 0.10, -0.05, -0.06, -0.03, -0.15, -0.01, -0.05, -0.31, 0.07, 0.08, 0.10, 0.11, 0.13, 0.12, 0.11, -0.08, -0.08, 0.01, -0.09, 0.03, -0.07, -0.36, 0.11, 0.07, 0.11, 0.12, 0.13, 0.12, 0.11, -0.07, -0.05, 0.00, -0.17, -0.01, -0.05, -0.32, 0.07, 0.05, 0.10, 0.11, 0.12, 0.12, 0.10, -0.08, -0.05, 0.06, -0.13, 0.07, 0.00, -0.29, 0.07, 0.09, 0.12, 0.13, 0.13, 0.12, 0.11], "multiplicity": 1, "charge": -1, "molar_mass_g_mol": 1382.88, "de_lowest_kcal_mol": 316.2}

[3]
{"formula": "C30H25BrF9HfN3O2S2", "method": "ωB97M-V/def2-TZVPD", "species": ["Hf", "Br", "C", "C", "C", "C", "C", "C", "N", "C", "C", "C", "C", "C", "C", "N", "H", "H", "H", "H", "H", "H", "H", "H", "H", "F", "C", "F", "F", "C", "C", "C", "C", "N", "C", "S", "H", "H", "H", "C", "C", "O", "C", "F", "F", "F", "C", "F", "F", "F", "H", "H", "H", "C", "C", "C", "C", "C", "C", "C", "S", "C", "O", "H", "H", "H", "H", "H", "H", "H", "H", "H", "H"], "coordinates": [[0.274, 0.337, 0.750], [-1.293, -0.108, 8.155], [-1.275, 0.321, 6.334], [-0.098, 0.205, 5.611], [-0.102, 0.520, 4.262], [-1.258, 0.965, 3.649], [-2.442, 1.062, 4.370], [-2.447, 0.742, 5.715], [-1.177, 1.286, 2.246], [-2.009, 2.096, 1.720], [-1.963, 2.415, 0.286], [-2.999, 3.097, -0.309], [-2.926, 3.348, -1.676], [-1.818, 2.911, -2.378], [-0.820, 2.222, -1.704], [-0.887, 1.974, -0.396], [0.811, -0.122, 6.096], [0.822, 0.446, 3.704], [-3.378, 1.340, 3.904], [-3.364, 0.803, 6.283], [-2.780, 2.579, 2.314], [-3.844, 3.426, 0.281], [-3.724, 3.877, -2.179], [-1.714, 3.089, -3.439], [0.052, 1.858, -2.228], [-2.000, -4.208, -1.165], [-2.466, -4.136, 0.099], [-2.772, -5.375, 0.489], [-3.593, -3.418, 0.075], [-1.420, -3.523, 0.999], [-0.731, -4.305, 1.903], [0.289, -3.762, 2.688], [0.613, -2.446, 2.505], [-0.055, -1.682, 1.617], [-1.082, -2.170, 0.885], [-1.815, -0.968, -0.132], [-0.993, -5.350, 2.005], [0.825, -4.361, 3.409], [1.424, -1.966, 3.035], [4.300, 0.667, 0.446], [3.187, 1.009, 1.419], [2.147, 0.073, 1.424], [2.507, 2.319, 0.974], [1.393, 2.526, 1.759], [3.198, 3.413, 0.895], [1.934, 2.082, -0.263], [3.777, 1.167, 2.862], [4.861, 0.405, 3.011], [2.893, 0.799, 3.795], [4.123, 2.437, 3.099], [3.914, 0.623, -0.570], [4.723, -0.298, 0.714], [5.094, 1.413, 0.487], [-1.496, 0.237, -7.173], [-0.668, 0.056, -5.935], [-1.135, -0.755, -4.890], [-0.376, -0.974, -3.760], [0.874, -0.358, -3.673], [1.356, 0.471, -4.678], [0.576, 0.667, -5.810], [1.891, -0.572, -2.277], [2.169, -2.322, -2.243], [0.944, -0.399, -1.066], [-1.405, -0.644, -7.812], [-1.173, 1.101, -7.750], [-2.552, 0.352, -6.930], [-2.108, -1.224, -4.975], [-0.760, -1.586, -2.952], [2.325, 0.946, -4.589], [0.943, 1.301, -6.607], [1.206, -2.819, -2.131], [2.827, -2.537, -1.402], [2.646, -2.594, -3.185]], "forces_ev_per_angstrom": [[0.309, -0.863, -0.871], [0.001, -0.023, 0.087], [-0.035, 0.012, -0.006], [0.010, 0.017, -0.088], [0.220, -0.047, 0.100], [-0.078, -0.008, -0.405], [-0.143, -0.054, 0.090], [-0.017, 0.012, -0.052], [0.030, 0.097, 0.410], [-0.192, 0.238, -0.111], [-0.045, -0.079, 0.382], [0.005, 0.178, -0.173], [-0.052, 0.008, 0.031], [0.026, -0.005, -0.036], [0.034, 0.067, 0.021], [-0.197, -0.085, 0.057], [0.001, 0.006, -0.003], [-0.068, 0.009, -0.013], [0.027, 0.003, -0.029], [0.004, 0.003, 0.001], [-0.015, -0.001, -0.012], [0.000, 0.003, -0.016], [0.003, 0.001, 0.001], [-0.009, 0.012, 0.007], [-0.006, -0.010, -0.005], [-0.048, 0.034, 0.030], [-0.022, 0.009, 0.025], [0.017, 0.049, -0.054], [0.035, -0.055, 0.007], [0.030, -0.089, -0.025], [-0.033, -0.042, 0.093], [-0.035, -0.060, -0.003], [0.061, 0.055, -0.143], [-0.082, 0.117, 0.164], [-0.011, 0.012, 0.062], [-0.134, -0.102, 0.237], [0.004, 0.002, -0.006], [-0.016, -0.017, -0.015], [-0.019, 0.028, -0.001], [0.074, -0.016, -0.066], [-0.146, 0.057, 0.119], [0.251, 0.234, 0.254], [-0.117, -0.052, 0.121], [0.079, 0.133, -0.017], [0.020, 0.020, -0.032], [0.126, 0.068, 0.045], [0.131, -0.042, -0.089], [-0.150, 0.032, 0.044], [0.058, 0.079, -0.008], [0.013, -0.106, 0.011], [-0.015, 0.006, 0.009], [-0.017, -0.012, -0.007], [0.009, -0.009, 0.011], [0.022, 0.011, 0.032], [-0.052, -0.012, -0.042], [-0.012, 0.000, 0.004], [-0.012, 0.064, -0.067], [-0.140, -0.036, -0.118], [-0.077, -0.033, -0.072], [0.040, 0.005, 0.019], [0.254, 0.087, 0.223], [-0.046, -0.122, -0.069], [0.069, 0.309, -0.069], [0.002, -0.001, 0.001], [0.004, -0.005, 0.002], [0.000, -0.005, 0.002], [0.006, 0.004, -0.012], [0.035, 0.003, 0.013], [-0.009, 0.001, 0.011], [0.000, -0.005, 0.008], [0.028, -0.042, -0.034], [-0.004, -0.009, -0.002], [0.017, -0.042, 0.035]], "lowdin_charge": [1.62, 0.84, -0.68, -0.09, -0.04, -0.24, 0.00, -0.09, -0.01, -0.04, -0.26, 0.04, 0.01, 0.01, -0.08, -0.04, 0.12, 0.07, 0.12, 0.12, 0.15, 0.14, 0.13, 0.13, 0.11, 0.14, -0.61, 0.16, 0.14, -0.10, 0.05, -0.01, -0.09, -0.11, -0.64, 0.73, 0.14, 0.12, 0.12, 0.04, -0.39, -0.26, -0.52, 0.11, 0.25, 0.07, -0.55, 0.18, 0.15, 0.19, 0.07, 0.11, 0.12, -0.03, -0.24, 0.00, -0.06, -0.44, -0.07, -0.01, 1.05, -0.18, -0.68, 0.10, 0.09, 0.09, 0.13, 0.10, 0.12, 0.13, 0.07, 0.07, 0.09], "multiplicity": 1, "charge": 2, "molar_mass_g_mol": 953.06, "de_lowest_kcal_mol": 2.3}